DFT (ωB97M-V/def2-TZVPD) results for a cluster of 10 separate species, C54H130BF4N8O20 in total in a non-equilibrium geometry.

Summary:
HOMO-LUMO gap = 7.30 eV
maximum force = 3.46 eV Å⁻¹
total charge = +5

Each line ends with the Löwdin charge.
Geometry (Å):
1 C -11.613 -18.764 -14.785  -0.05
2 C -12.404 -19.194 -13.722  -0.34
3 C -11.871 -19.266 -12.329  -0.37
4 O -12.602 -19.545 -11.320  -0.05
5 C -10.522 -19.092 -12.127  -0.01
6 C -9.659 -18.713 -13.204  -0.30
7 C -10.218 -18.594 -14.688  -0.36
8 O -9.456 -18.241 -15.603  -0.02
9 O -8.423 -18.553 -12.979  -0.08
10 O -13.623 -19.352 -14.012  -0.02
11 H -12.042 -18.660 -15.771  0.09
12 H -10.100 -19.160 -11.134  0.12
13 C -8.741 -13.605 -16.265  -0.09
14 O -8.535 -14.582 -15.274  -0.22
15 C -7.317 -14.404 -14.533  -0.17
16 C -7.078 -15.637 -13.708  -0.08
17 N -7.167 -16.844 -14.619  0.05
18 H -7.436 -17.673 -14.050  0.10
19 H -7.970 -16.692 -15.237  0.13
20 C -5.908 -17.036 -15.406  -0.07
21 C -5.900 -18.330 -16.185  -0.19
22 O -6.246 -19.398 -15.323  -0.22
23 C -6.563 -20.608 -16.005  -0.06
24 H -8.336 -12.621 -16.014  0.11
25 H -9.803 -13.441 -16.471  0.08
26 H -8.357 -13.839 -17.266  0.09
27 H -7.407 -13.468 -13.982  0.14
28 H -6.461 -14.315 -15.208  0.13
29 H -7.826 -15.846 -12.939  0.12
30 H -6.131 -15.635 -13.172  0.15
31 H -5.107 -17.069 -14.669  0.14
32 H -5.716 -16.226 -16.107  0.14
33 H -4.896 -18.597 -16.532  0.14
34 H -6.601 -18.343 -17.028  0.11
35 H -7.489 -20.485 -16.573  0.08
36 H -6.657 -21.472 -15.352  0.07
37 H -5.735 -20.806 -16.692  0.11
38 C -19.583 -16.598 -16.146  -0.06
39 O -18.672 -16.755 -15.074  -0.20
40 C -17.332 -16.570 -15.390  -0.20
41 C -16.412 -17.413 -14.450  -0.06
42 N -17.085 -17.443 -13.082  0.08
43 H -17.040 -16.470 -12.780  0.18
44 H -18.083 -17.570 -13.300  0.17
45 C -16.504 -18.410 -12.081  -0.09
46 C -16.751 -19.872 -12.399  -0.19
47 O -18.134 -20.163 -12.421  -0.19
48 C -18.769 -20.182 -11.155  -0.08
49 H -19.636 -15.618 -16.614  0.11
50 H -20.551 -16.839 -15.700  0.11
51 H -19.530 -17.398 -16.892  0.09
52 H -16.960 -15.544 -15.461  0.13
53 H -17.181 -17.092 -16.342  0.12
54 H -15.393 -17.078 -14.282  0.12
55 H -16.409 -18.403 -14.899  0.11
56 H -16.952 -18.213 -11.108  0.12
57 H -15.446 -18.144 -12.060  0.12
58 H -16.166 -20.562 -11.785  0.14
59 H -16.451 -20.122 -13.421  0.11
60 H -18.476 -19.417 -10.430  0.08
61 H -18.576 -21.153 -10.686  0.10
62 H -19.839 -20.084 -11.330  0.10
63 C -11.609 -14.112 -6.218  -0.02
64 O -11.867 -15.277 -7.034  -0.21
65 C -12.310 -14.956 -8.316  -0.22
66 C -12.234 -16.153 -9.278  -0.10
67 N -13.059 -17.308 -8.800  0.08
68 H -14.056 -17.141 -8.670  0.18
69 H -13.040 -18.054 -9.506  0.13
70 C -12.406 -17.950 -7.543  -0.05
71 C -12.712 -19.450 -7.593  -0.18
72 O -14.121 -19.452 -7.564  -0.17
73 C -14.739 -20.686 -7.856  -0.08
74 H -10.968 -13.450 -6.806  0.09
75 H -11.038 -14.410 -5.346  0.10
76 H -12.585 -13.693 -5.979  0.10
77 H -11.614 -14.196 -8.697  0.12
78 H -13.299 -14.486 -8.372  0.14
79 H -11.226 -16.513 -9.460  0.14
80 H -12.718 -15.839 -10.205  0.12
81 H -12.793 -17.471 -6.648  0.14
82 H -11.362 -17.645 -7.569  0.13
83 H -12.186 -19.859 -6.725  0.14
84 H -12.381 -19.925 -8.522  0.11
85 H -15.788 -20.567 -8.147  0.09
86 H -14.914 -21.273 -6.950  0.10
87 H -14.318 -21.289 -8.658  0.06
88 C -7.027 -18.853 -22.471  -0.07
89 O -8.010 -18.488 -21.521  -0.17
90 C -8.032 -19.256 -20.352  -0.22
91 C -9.206 -18.750 -19.545  -0.08
92 N -8.965 -17.344 -19.053  0.08
93 H -8.217 -17.276 -18.371  0.15
94 H -8.718 -16.720 -19.842  0.15
95 C -10.180 -16.659 -18.468  -0.09
96 C -10.727 -15.697 -19.520  -0.19
97 O -9.704 -15.220 -20.355  -0.20
98 C -9.712 -13.858 -20.740  -0.05
99 H -7.252 -19.732 -23.078  0.10
100 H -6.093 -19.164 -21.979  0.09
101 H -6.749 -17.958 -23.021  0.10
102 H -7.153 -19.074 -19.713  0.12
103 H -8.019 -20.338 -20.501  0.14
104 H -9.313 -19.274 -18.592  0.12
105 H -10.167 -18.830 -20.050  0.15
106 H -9.847 -16.063 -17.617  0.10
107 H -10.842 -17.442 -18.108  0.11
108 H -11.309 -14.913 -19.030  0.12
109 H -11.425 -16.196 -20.200  0.14
110 H -9.747 -13.133 -19.925  0.09
111 H -10.538 -13.706 -21.441  0.11
112 H -8.824 -13.659 -21.338  0.10
113 C -13.138 -24.348 -16.144  -0.10
114 O -12.945 -22.952 -16.041  -0.20
115 C -12.673 -22.348 -17.321  -0.18
116 C -13.019 -20.877 -17.192  -0.09
117 N -14.404 -20.712 -16.660  0.07
118 H -14.398 -20.691 -15.634  0.15
119 H -14.647 -19.723 -16.847  0.12
120 C -15.483 -21.542 -17.309  -0.05
121 C -16.795 -20.787 -17.256  -0.19
122 O -17.267 -20.755 -15.937  -0.18
123 C -18.588 -20.277 -15.843  -0.08
124 H -13.488 -24.719 -17.106  0.10
125 H -13.769 -24.638 -15.299  0.09
126 H -12.231 -24.918 -15.891  0.08
127 H -13.237 -22.812 -18.133  0.12
128 H -11.619 -22.588 -17.483  0.13
129 H -12.959 -20.367 -18.152  0.13
130 H -12.284 -20.388 -16.559  0.10
131 H -15.446 -22.464 -16.733  0.14
132 H -15.171 -21.626 -18.349  0.15
133 H -17.501 -21.357 -17.869  0.15
134 H -16.624 -19.770 -17.633  0.14
135 H -18.913 -20.153 -14.810  0.08
136 H -19.358 -20.979 -16.187  0.11
137 H -18.722 -19.363 -16.428  0.08
138 C -12.998 -12.502 -17.116  -0.03
139 O -12.257 -13.567 -16.521  -0.22
140 C -12.924 -14.775 -16.335  -0.21
141 C -12.072 -15.659 -15.409  -0.05
142 N -12.045 -14.881 -14.122  0.08
143 H -11.831 -13.890 -14.293  0.17
144 H -12.948 -14.840 -13.652  0.18
145 C -10.949 -15.272 -13.143  -0.07
146 C -10.349 -14.050 -12.425  -0.22
147 O -9.490 -14.520 -11.423  -0.19
148 C -9.089 -13.444 -10.575  -0.07
149 H -13.068 -12.646 -18.195  0.10
150 H -12.495 -11.565 -16.889  0.10
151 H -13.982 -12.513 -16.637  0.10
152 H -13.124 -15.333 -17.256  0.11
153 H -13.896 -14.655 -15.832  0.13
154 H -11.050 -15.671 -15.776  0.12
155 H -12.613 -16.579 -15.219  0.11
156 H -10.119 -15.708 -13.696  0.11
157 H -11.385 -16.026 -12.491  0.12
158 H -11.155 -13.465 -11.961  0.13
159 H -9.810 -13.439 -13.157  0.13
160 H -9.948 -12.840 -10.270  0.09
161 H -8.427 -12.763 -11.122  0.10
162 H -8.540 -13.816 -9.716  0.10
163 C -12.398 -22.555 -10.305  -0.07
164 O -12.700 -23.949 -10.147  -0.20
165 C -11.589 -24.799 -10.374  -0.20
166 C -11.991 -26.187 -9.867  -0.08
167 N -13.239 -26.658 -10.562  0.07
168 H -13.949 -25.921 -10.642  0.16
169 H -12.901 -26.982 -11.466  0.18
170 C -13.861 -27.834 -9.856  -0.07
171 C -14.792 -27.356 -8.740  -0.19
172 O -15.556 -26.267 -9.227  -0.21
173 C -16.790 -26.043 -8.545  -0.06
174 H -13.314 -21.984 -10.400  0.07
175 H -11.846 -22.329 -11.226  0.08
176 H -11.727 -22.391 -9.455  0.10
177 H -10.818 -24.463 -9.669  0.13
178 H -11.177 -24.805 -11.386  0.13
179 H -12.148 -26.261 -8.795  0.14
180 H -11.147 -26.817 -10.151  0.15
181 H -13.078 -28.442 -9.408  0.14
182 H -14.486 -28.395 -10.547  0.15
183 H -14.193 -26.971 -7.910  0.13
184 H -15.442 -28.173 -8.429  0.15
185 H -17.192 -25.144 -9.003  0.09
186 H -16.672 -25.973 -7.463  0.10
187 H -17.529 -26.833 -8.706  0.10
188 C -8.852 -23.553 -15.590  -0.09
189 O -8.365 -23.293 -14.295  -0.16
190 C -9.130 -22.419 -13.524  -0.21
191 C -8.273 -22.088 -12.295  -0.08
192 N -7.197 -21.095 -12.676  0.08
193 H -6.716 -21.436 -13.511  0.13
194 H -7.666 -20.195 -12.861  0.11
195 C -6.131 -20.982 -11.610  -0.07
196 C -4.900 -20.310 -12.167  -0.21
197 O -4.488 -20.996 -13.333  -0.18
198 C -3.319 -20.372 -13.846  -0.07
199 H -8.160 -24.070 -16.262  0.10
200 H -9.078 -22.623 -16.120  0.08
201 H -9.673 -24.277 -15.591  0.09
202 H -10.033 -22.911 -13.148  0.12
203 H -9.393 -21.437 -13.937  0.12
204 H -7.845 -22.934 -11.766  0.14
205 H -8.933 -21.513 -11.643  0.12
206 H -5.870 -22.032 -11.468  0.14
207 H -6.465 -20.528 -10.682  0.15
208 H -4.131 -20.508 -11.413  0.15
209 H -5.078 -19.242 -12.329  0.13
210 H -2.632 -19.971 -13.106  0.10
211 H -3.566 -19.584 -14.575  0.07
212 H -2.809 -21.013 -14.568  0.11
213 B -14.094 -17.549 -18.046  -1.25
214 F -12.938 -16.744 -18.253  0.08
215 F -15.222 -16.762 -18.230  0.15
216 F -14.093 -18.637 -18.920  0.14
217 F -14.108 -18.015 -16.712  0.09